Model i:
C4H12OS2 | ωB97M-V with the def2-TZVPD basis set

Each line ends with the natural charge from an NBO analysis.
Positions of all 19 atoms, in Å:
C  1.8208  0.8560  -1.2106  -0.639
C  1.3350  -0.4115  -0.5777  -0.477
S  -0.3148  -0.8152  -1.3640  0.027
S  -1.3424  -1.9680  -0.0123  0.138
C  -0.9525  -1.3053  1.5638  -0.610
C  -1.1977  0.1809  1.8860  -0.621
H  2.7753  1.1946  -0.7845  0.227
H  1.0798  1.4861  -0.7377  0.221
H  1.7742  0.8168  -2.3060  0.222
H  1.1058  -0.4474  0.4698  0.212
H  1.9815  -1.2686  -0.7578  0.203
H  -1.6455  -1.7210  2.3230  0.247
H  0.0556  -1.5410  1.9902  0.211
H  -0.9772  0.4296  2.9382  0.218
H  -2.1319  0.6185  1.4853  0.223
H  -0.4009  0.8041  1.4096  0.198
O  1.9298  4.6238  0.7760  -0.917
H  1.3187  5.0640  0.1572  0.459
H  2.4012  5.4702  0.8719  0.459

## Properties
SMILES	CCSSCC.O


Model ii:
C4H12OS2 | ωB97M-V with the def2-TZVPD basis set

Each line ends with the natural charge from an NBO analysis.
Positions of all 19 atoms, in Å:
C  -1.4357  0.4832  1.5831  -0.616
C  -0.1488  1.3225  2.1860  -0.554
S  1.3047  0.9819  1.1718  0.052
S  0.8935  1.3680  -1.0495  0.076
C  0.4728  -0.3295  -1.6149  -0.492
C  0.0127  -0.0095  -3.0754  -0.633
H  -2.2724  0.5267  2.2393  0.211
H  -1.4967  0.9778  0.6244  0.222
H  -1.1322  -0.5637  1.5999  0.221
H  -0.2500  2.4426  2.3655  0.221
H  0.1029  0.9254  3.1681  0.224
H  -0.2457  -0.6791  -0.8936  0.229
H  1.2409  -0.9947  -1.7378  0.209
H  -0.3189  -0.8027  -3.7448  0.226
H  -0.8207  0.6400  -2.9820  0.208
H  0.7417  0.6527  -3.5226  0.211
O  0.8090  -2.3515  0.9553  -0.967
H  1.4305  -3.0579  1.1580  0.469
H  1.1123  -1.5322  1.5692  0.484

## Properties
SMILES	CCSSCC.O


Model iii:
C4H12OS2 | ωB97M-V with the def2-TZVPD basis set

Each line ends with the natural charge from an NBO analysis.
Positions of all 19 atoms, in Å:
C  1.1495  2.1289  -1.1822  -0.631
C  -0.2268  2.3049  -1.8195  -0.520
S  -1.6059  1.6449  -0.7962  0.086
S  -1.3964  -0.3739  -1.2432  0.089
C  -0.5114  -0.9946  0.1622  -0.558
C  -0.2953  -2.5309  0.1298  -0.612
H  1.8548  2.9003  -1.4906  0.214
H  1.5520  1.1356  -1.3691  0.210
H  1.1014  2.2156  -0.0923  0.215
H  -0.2566  1.8074  -2.7838  0.223
H  -0.4688  3.3589  -1.9606  0.216
H  0.4721  -0.5357  0.2403  0.204
H  -1.0812  -0.7600  1.0558  0.232
H  -0.0078  -3.0057  1.0598  0.219
H  0.4669  -2.6650  -0.6387  0.203
H  -1.1884  -3.0156  -0.2593  0.210
O  0.0278  -0.9600  3.4254  -0.947
H  0.8156  -1.4894  3.3149  0.474
H  -0.4016  -1.1657  4.2472  0.476

## Properties
SMILES	CCSSCC.O


Model iv:
C4H12OS2 | ωB97M-V with the def2-TZVPD basis set

Each line ends with the natural charge from an NBO analysis.
Positions of all 19 atoms, in Å:
C  0.3967  -4.4086  3.1226  -0.631
C  1.1142  -3.7766  1.8623  -0.525
S  1.9231  -2.1562  2.3055  0.159
C  0.3407  -1.1669  2.5575  -0.668
S  -0.8370  -1.0498  1.1452  0.207
C  0.0000  0.0000  0.0000  -0.775
H  0.4638  -5.5038  3.0102  0.213
H  -0.6663  -4.1288  3.2139  0.207
H  0.9180  -4.1175  4.0500  0.216
H  0.3845  -3.6746  1.0361  0.226
H  1.8928  -4.4932  1.5371  0.225
H  0.6799  -0.1571  2.8584  0.230
H  -0.2307  -1.5959  3.4030  0.233
H  0.8987  -0.4693  -0.4345  0.225
H  0.3121  0.8778  0.5906  0.216
H  -0.6505  0.3424  -0.8223  0.241
O  -0.4556  -5.8027  -4.2618  -0.940
H  -0.3661  -4.9244  -3.8271  0.470
H  -1.2840  -6.1807  -3.8888  0.470

## Properties
SMILES	CCSCSC.O


Least stable = model ii


Model i:
C4H12OS2 | ωB97M-V with the def2-TZVPD basis set

Each line ends with the natural charge from an NBO analysis.
Positions of all 19 atoms, in Å:
C  1.6294  1.6761  -1.0156  -0.609
C  0.9004  0.3263  -0.8846  -0.414
C  -0.6071  0.4602  -1.2787  -0.491
S  -1.4595  1.4393  0.1234  0.036
S  -1.2490  -0.1971  1.4405  0.057
C  -2.7399  -1.2110  0.9331  -0.740
H  1.1428  2.1197  -1.8443  0.196
H  2.6423  1.6297  -1.1487  0.207
H  1.5127  2.2936  -0.1736  0.211
H  1.1175  -0.1061  0.1025  0.205
H  1.2752  -0.4393  -1.5305  0.205
H  -0.9914  -0.5914  -1.1663  0.235
H  -0.9113  1.1685  -2.0965  0.232
H  -3.0858  -1.7499  1.7946  0.224
H  -2.7224  -1.9728  0.1499  0.214
H  -3.5169  -0.4873  0.6677  0.230
O  2.1051  -1.7484  2.0871  -0.922
H  3.0727  -1.7204  2.0309  0.463
H  1.8853  -0.8896  1.8093  0.460

## Properties
SMILES	CCCSSC.O


Model ii:
C4H12OS2 | ωB97M-V with the def2-TZVPD basis set

Each line ends with the natural charge from an NBO analysis.
Positions of all 19 atoms, in Å:
C  -0.6847  -1.3775  3.0595  -0.768
S  -1.5144  0.0032  2.3428  0.200
C  -1.8896  -0.8926  0.7498  -0.519
C  -2.0865  0.0597  -0.4480  -0.536
S  -0.9023  1.4770  -0.3969  0.197
C  0.7148  0.6796  -0.5201  -0.765
H  -1.4550  -2.0277  3.5071  0.213
H  0.0033  -1.0475  3.8560  0.231
H  -0.1130  -1.9656  2.3221  0.212
H  -0.9591  -1.4608  0.5582  0.196
H  -2.7268  -1.6164  0.7749  0.217
H  -1.9832  -0.6205  -1.3152  0.217
H  -3.1349  0.4143  -0.4214  0.232
H  1.0898  0.7068  0.5168  0.223
H  1.4370  1.2028  -1.1693  0.230
H  0.6496  -0.3730  -0.8432  0.220
O  4.8366  2.5232  -4.2050  -0.939
H  4.8158  1.5514  -4.3580  0.469
H  3.9026  2.7637  -4.0102  0.470

## Properties
SMILES	CSCCSC.O


Least stable = model i


Model i:
C3H2F2O | ωB97M-V with the def2-TZVPD basis set

Each line ends with the natural charge from an NBO analysis.
Positions of all 8 atoms, in Å:
O  2.2547  -0.1728  -1.5898  -0.520
C  1.6726  0.0393  -0.5690  0.838
F  2.3606  0.2407  0.5731  -0.334
C  0.2128  0.0504  -0.5006  -0.425
C  -0.4140  0.1091  0.6265  0.314
F  -1.8288  -0.0616  0.5764  -0.348
H  -0.0943  -0.0852  -1.5382  0.271
H  -0.0580  0.0150  1.6142  0.204

## Properties
SMILES	O=C(F)/C=C/F


Model ii:
C3H2F2O | ωB97M-V with the def2-TZVPD basis set

Each line ends with the natural charge from an NBO analysis.
Positions of all 8 atoms, in Å:
C  0.5906  0.8726  1.1361  0.160
C  -0.5261  0.4832  0.5435  0.138
C  0.0401  -1.7131  -2.0010  0.512
O  -0.4876  -2.5569  -2.5370  -0.514
F  -0.6147  0.1905  -0.7426  -0.313
F  1.7454  0.9995  0.5070  -0.317
H  0.7027  1.1376  2.0758  0.163
H  -1.4505  0.5866  1.0184  0.171


Least stable = model ii